1.
{"formula": "C6H7N", "method": "ωB97M-V with the def2-TZVPD basis set", "smiles": "N#CC1CC=CC1", "energy_ev": -7824.6128, "species": ["N", "C", "C", "C", "C", "C", "C", "H", "H", "H", "H", "H", "H", "H"], "coordinates": [[-0.08855, 2.53965, -1.51408], [-0.28801, 1.82871, -0.62099], [-0.22106, 0.82873, 0.47256], [1.18550, 0.19492, 0.25312], [0.87583, -1.16731, -0.30305], [-0.42847, -1.43358, -0.31641], [-1.24219, -0.33683, 0.32609], [-0.32858, 1.35507, 1.42942], [1.68229, 0.81069, -0.49595], [1.81835, 0.20688, 1.14333], [1.65068, -1.81584, -0.69391], [-0.88568, -2.32816, -0.72666], [-2.11074, -0.02724, -0.26230], [-1.61938, -0.65570, 1.30884]], "forces_ev_per_angstrom": [[-0.584, -0.598, 0.939], [0.117, 0.428, -0.617], [-0.070, 0.263, -0.185], [0.123, 0.086, -0.019], [-0.303, -0.049, -0.037], [0.237, 0.123, 0.031], [-0.068, 0.217, -0.009], [0.090, -0.157, -0.260], [0.384, -0.202, 0.094], [-0.142, -0.195, 0.067], [-0.073, 0.010, 0.041], [0.103, 0.066, 0.121], [0.086, -0.107, 0.025], [0.099, 0.115, -0.191]], "mulliken_charge": [-0.48, 0.04, 0.30, -0.84, -0.32, -0.37, -0.80, 0.36, 0.35, 0.32, 0.40, 0.39, 0.35, 0.30]}

2.
{"formula": "C3H4BrN3O8", "method": "ωB97M-V with the def2-TZVPD basis set", "smiles": "O=[N+]([O-])/C(=[N+](/[O-])O)[C@@](O)(Br)[N+](=O)[O-].C=O", "energy_ev": -94056.7404, "species": ["C", "C", "C", "N", "N", "N", "O", "O", "O", "O", "O", "O", "O", "O", "Br", "H", "H", "H", "H"], "coordinates": [[-0.88124, -1.81042, -1.75210], [-0.09242, 0.25117, 0.89740], [1.26583, 0.49287, 0.37597], [-0.36301, -0.71959, 1.71401], [-1.05923, 1.29803, 0.51683], [1.07387, 1.12914, -1.11809], [-1.67380, -0.90687, 2.09878], [-2.23632, 1.06853, 0.72740], [0.26307, 0.66075, -1.79065], [0.49303, -1.43846, 2.15194], [-0.59135, 2.28912, 0.06318], [1.92200, 1.93091, -1.32781], [-1.58301, -1.46698, -0.79720], [2.11896, 1.19576, 1.05031], [2.07148, -1.25310, -0.19067], [-1.07348, -1.30539, -2.72044], [0.02576, -2.55735, -1.60256], [-2.38267, -0.56840, 1.50625], [2.70252, 1.71030, 0.19746]], "forces_ev_per_angstrom": [[-0.226, 0.148, 2.087], [0.003, 2.265, -1.023], [-0.433, -1.353, -1.293], [-1.544, 0.358, -0.371], [-0.270, -2.810, 1.624], [2.093, -0.876, 4.136], [0.714, -1.593, 1.603], [-0.463, 0.781, -0.452], [-2.347, -0.802, -2.885], [-0.779, -0.564, 0.860], [0.114, 1.814, -0.436], [1.389, 1.708, -1.246], [1.383, -1.126, -1.749], [2.297, 2.552, -2.262], [0.413, -0.120, -0.212], [0.328, -0.606, 0.035], [-1.838, 1.248, -0.534], [1.265, 0.489, -0.627], [-2.098, -1.515, 2.747]], "mulliken_charge": [-0.08, -0.67, 0.71, 1.03, 1.18, 1.06, -0.47, -0.75, -0.48, -0.60, -0.61, -0.76, -0.36, -0.53, -0.16, 0.25, 0.26, 0.45, 0.53]}

3.
{"formula": "C21H32BCl2F3N2O15PS", "method": "ωB97M-V with the def2-TZVPD basis set", "charge": -1, "energy_ev": -109989.7781, "species": ["C", "C", "C", "C", "N", "C", "C", "C", "O", "O", "P", "F", "C", "S", "O", "O", "B", "O", "O", "C", "C", "Cl", "C", "C", "Cl", "O", "C", "N", "C", "O", "F", "C", "O", "F", "H", "H", "H", "H", "H", "H", "H", "H", "H", "H", "H", "H", "H", "H", "H", "H", "H", "H", "H", "H", "H", "H", "H", "H", "C", "C", "O", "C", "O", "O", "H", "H", "H", "H", "C", "C", "O", "C", "O", "O", "H", "H", "H", "H"], "coordinates": [[-2.70605, 5.35611, 0.22239], [-3.22795, 3.96080, -0.10935], [-3.15045, 3.61348, -1.60358], [-1.85221, 2.84112, -1.94669], [-2.20964, 1.51766, -2.46380], [-1.19611, 0.47597, -2.48485], [-1.00805, -0.06816, -3.89699], [-0.47026, -1.46296, -3.77857], [0.70318, -1.70946, -3.67208], [-1.74454, -0.66571, -1.81291], [-1.23781, -0.92852, -0.20870], [-0.08146, -2.00440, -0.99934], [-2.45889, 0.27322, 0.60694], [-3.54409, -0.24140, 1.89936], [-3.09613, -1.37512, 2.65303], [-3.85292, 0.93778, 2.67281], [-0.07994, -1.23029, 1.37473], [1.01713, -2.05706, 1.33784], [-0.28301, -0.53340, 2.56197], [0.62543, 0.52537, 2.78325], [-2.33000, -2.48484, -0.05984], [-1.59290, -3.85520, 0.71023], [-3.57018, -2.69332, -0.47859], [-4.31349, -3.96984, -0.32694], [-4.50630, -1.44635, -1.26956], [-0.14678, 0.50057, -0.41804], [0.11056, 0.69784, -1.73062], [0.88012, 1.95355, -2.01065], [1.36445, 2.58079, -0.81231], [1.09694, 3.72895, -0.50740], [2.15457, 1.83573, -0.05538], [1.88484, 1.76011, -2.95875], [1.72312, 1.65819, -4.14552], [3.11432, 1.73227, -2.42930], [-1.65602, 5.36977, 0.46709], [-3.22916, 5.76523, 1.07432], [-2.89972, 6.03330, -0.59845], [-4.26007, 3.92150, 0.21116], [-2.71606, 3.22355, 0.49013], [-3.19036, 4.54584, -2.14895], [-4.00632, 2.98871, -1.81273], [-1.34895, 3.41275, -2.72238], [-1.27587, 2.78510, -1.04163], [-2.69673, 1.60268, -3.33655], [-0.33978, 0.54551, -4.48260], [-1.95165, -0.13268, -4.42181], [-1.21248, -2.26469, -3.69944], [-1.90710, 1.10215, 1.00642], [-3.08437, 0.69272, -0.17070], [-4.70056, -0.58521, 1.28368], [1.74047, -1.66918, 1.83291], [0.45512, 0.90760, 3.77577], [1.65888, 0.20278, 2.75806], [0.45921, 1.34498, 2.09345], [-3.70980, -4.79072, -0.68425], [-4.56289, -4.15107, 0.70899], [-5.21410, -3.95703, -0.91807], [0.74726, -0.11825, -2.07756], [3.02029, -2.60224, -0.96168], [2.50464, -3.75535, -1.78281], [3.53861, -4.74554, -1.61743], [4.19412, -4.47298, -0.46863], [4.99669, -5.19023, 0.03650], [3.81989, -3.27355, 0.03008], [2.22130, -2.02827, -0.49654], [3.66352, -1.93198, -1.53698], [1.56941, -4.15135, -1.38622], [2.36823, -3.50584, -2.82996], [5.88213, -0.53614, 5.01005], [5.55180, 0.64977, 4.12814], [4.14895, 0.48930, 3.91558], [3.64252, -0.24720, 4.93943], [2.49138, -0.42037, 5.13299], [4.64773, -0.76113, 5.69617], [6.68124, -0.33324, 5.71847], [6.13238, -1.42830, 4.43327], [5.72558, 1.60462, 4.62862], [6.08514, 0.64123, 3.18130]], "forces_ev_per_angstrom": [[-0.185, -0.168, 0.127], [-0.261, 0.538, -0.142], [0.677, -0.353, 1.087], [-1.585, 0.487, -0.960], [1.148, 0.325, 0.939], [-2.063, -0.398, -0.484], [0.416, 0.022, -0.385], [0.255, -0.238, 0.308], [0.346, -0.083, -0.423], [0.018, 0.590, 0.644], [0.493, -1.798, 0.508], [0.209, 0.312, 0.068], [-0.287, -0.643, -0.560], [0.169, 0.622, 1.008], [0.155, -0.616, -0.345], [-0.300, 0.443, -0.144], [-0.434, -0.309, 0.839], [0.063, 0.345, -0.867], [-0.075, 0.499, -0.795], [-0.328, 0.142, 0.522], [-0.160, 0.706, -0.420], [0.211, 0.059, 0.175], [-0.029, -0.050, -0.050], [-0.169, -0.120, -0.290], [-0.151, 0.129, -0.103], [0.188, 0.794, 0.505], [0.364, -1.332, -0.965], [0.840, 0.093, 0.985], [-1.060, 2.897, 0.590], [0.757, -2.860, -0.644], [-0.079, 0.000, -0.068], [-0.683, 0.156, -2.054], [0.322, -0.080, 1.727], [0.196, 0.203, -0.062], [0.481, 0.017, -0.133], [-0.123, 0.093, 0.409], [0.082, 0.256, -0.292], [-0.395, -0.067, 0.049], [0.164, -0.345, 0.169], [-0.261, 0.146, -0.421], [-0.238, -0.147, -0.492], [0.657, 0.153, 0.174], [0.421, -0.248, 0.089], [-0.036, -0.075, -0.264], [0.288, 0.218, -0.119], [-0.506, 0.140, 0.097], [-0.148, -0.170, -0.149], [0.301, 0.225, 0.565], [-0.337, 0.062, -0.212], [0.193, -0.073, -0.312], [0.129, -0.241, 0.647], [-0.063, 0.059, 0.434], [0.370, -0.041, -0.194], [0.060, 0.139, -0.391], [0.244, -0.330, 0.026], [-0.076, -0.102, 0.356], [-0.394, 0.058, -0.103], [0.197, -0.058, -0.187], [-0.181, 0.353, -0.095], [-0.369, 0.055, -0.140], [0.092, 0.091, 0.136], [-0.302, 0.269, -0.150], [0.293, -0.240, 0.172], [0.081, -0.048, -0.091], [0.082, -0.251, 0.083], [0.119, -0.093, -0.030], [0.007, 0.042, 0.060], [0.113, -0.102, -0.039], [0.140, -0.071, -0.008], [0.126, 0.073, -0.061], [0.089, -0.015, 0.058], [0.268, -0.030, -0.097], [-0.280, -0.069, 0.205], [0.062, 0.098, -0.070], [-0.117, -0.014, 0.136], [-0.038, 0.014, -0.031], [-0.017, -0.018, 0.034], [-0.156, -0.030, -0.088]], "mulliken_charge": [-1.37, 0.02, -0.96, 0.06, -0.06, 0.41, -1.18, -0.14, -0.45, -0.53, -0.05, -0.34, -1.16, 1.23, -0.57, -0.76, 2.02, -0.46, -0.92, -0.28, 0.07, -0.29, 0.79, -1.62, -0.19, -0.23, -1.67, 0.63, 0.37, -0.57, -0.14, 0.80, -0.52, -0.26, 0.27, 0.41, 0.30, 0.48, -0.07, 0.38, 0.40, 0.33, -0.18, 0.44, 0.41, 0.63, 0.33, 0.36, 0.92, 0.07, 0.11, 0.40, 0.01, -0.18, 0.36, 0.28, 0.45, 0.34, 1.13, -0.11, -0.42, 0.59, -0.58, -0.35, -0.82, 0.17, 0.17, 0.25, -0.34, -0.32, -0.29, 0.65, -0.45, -0.35, 0.29, 0.26, 0.26, 0.30]}